1.
Formula: C16H27AsClF6N2O6P
Source: OMol25
Level of theory: ωB97M-V with the def2-TZVPD basis set

Properties
- Kohn-Sham gap (eV) = 7.13

The geometry in ORCA input format:
```
! RIJCOSX wB97M-V def2-TZVPD def2/J DEFGRID3
* xyz 0 1
C -3.077 -0.956 5.355
C -2.543 0.534 5.012
O -3.587 1.472 4.690
C -4.179 1.205 3.394
C -4.660 2.512 2.602
O -3.650 3.528 2.429
C -2.682 3.124 1.419
O -1.758 4.197 1.093
C -0.965 3.847 -0.053
O -0.767 4.689 -0.959
C -0.388 2.366 -0.179
C 1.006 1.884 0.322
C 1.431 0.376 0.173
C 2.922 0.111 0.725
O 3.772 -0.579 -0.201
C 3.802 0.066 -1.510
N 0.575 -0.653 -0.436
P 1.135 -2.345 -0.545
N 2.091 -2.811 0.903
O -0.150 -3.491 -0.415
C -0.731 -0.234 -0.982
C -1.752 -1.175 -1.759
Cl -2.917 -2.109 -0.638
C -1.141 -2.065 -2.951
C -1.948 -1.798 -4.343
C -1.240 1.256 -0.855
H -3.383 -1.552 4.414
H -2.248 -1.596 5.853
H -3.923 -0.898 6.132
H -1.948 0.870 5.943
H -1.756 0.416 4.170
H -5.078 0.497 3.590
H -3.415 0.581 2.793
H -5.048 2.141 1.572
H -5.598 2.927 3.138
H -2.146 2.199 1.870
H -3.311 2.841 0.488
H 1.693 2.670 0.810
H 3.463 1.080 1.023
H 2.788 -0.479 1.714
H 4.884 -0.047 -1.899
H 3.450 1.154 -1.518
H 3.170 -0.600 -2.218
H 1.957 -3.825 1.093
H 1.596 -2.321 1.678
H -0.612 -3.421 0.456
H -2.502 -0.492 -2.326
H 0.002 -1.932 -3.089
H -1.282 -3.187 -2.723
H -1.942 -2.702 -5.036
H -3.059 -1.623 -4.057
H -1.603 -0.822 -4.837
H -2.272 1.568 -1.268
F 6.772 -1.553 -5.941
As 7.077 -0.915 -4.295
F 5.309 -0.694 -4.055
F 7.193 0.745 -4.959
F 7.376 -0.276 -2.645
F 8.838 -1.134 -4.533
F 6.958 -2.574 -3.629
*
```



2.
Formula: C16H27BBr2FN3O5
Source: OMol25
Level of theory: ωB97M-V with the def2-TZVPD basis set

Properties
- Kohn-Sham gap (eV) = 8.44

The geometry in ORCA input format:
```
! RIJCOSX wB97M-V def2-TZVPD def2/J DEFGRID3
* xyz 0 1
C 2.252 -0.044 1.133
N 0.807 0.361 0.879
C 0.051 -0.753 0.165
C -1.155 -0.176 -0.855
C -2.051 0.699 0.267
N -2.990 1.436 0.814
C -1.997 -1.512 -1.235
Br -0.982 -2.805 -2.456
C -3.492 -1.464 -1.769
C -4.293 -0.092 -2.019
Br -3.565 -2.483 -3.540
C -0.608 0.754 -2.071
C -1.394 0.515 -3.535
N -2.058 0.341 -4.659
C -0.837 2.396 -1.832
C 0.102 3.082 -0.707
C -0.224 4.723 -0.750
F 0.525 5.435 -1.812
B 0.975 0.518 -2.530
O 1.678 -0.775 -2.605
O 1.797 1.681 -3.027
C 1.878 1.423 -4.499
H 3.001 0.438 0.345
H 2.581 0.261 2.225
H 2.384 -1.215 1.034
H 0.362 0.618 1.790
H 0.724 -1.562 -0.336
H -0.497 -1.322 1.063
H -2.025 -2.150 -0.220
H -4.184 -2.134 -1.060
H -3.683 0.905 -1.988
H -5.133 0.006 -1.176
H -4.910 -0.196 -3.036
H -0.536 2.881 -2.881
H -1.994 2.664 -1.710
H 1.257 2.995 -0.849
H -0.175 2.764 0.410
H -1.380 4.927 -0.781
H 0.154 5.155 0.295
H 1.575 -1.208 -3.517
H 1.665 2.412 -5.130
H 1.059 0.633 -4.858
H 2.926 0.937 -4.791
C 0.705 -0.787 6.084
O 1.464 -1.308 4.995
C 1.866 -2.594 5.158
O 1.633 -3.300 6.126
O 2.572 -2.957 4.057
C 3.061 -4.297 4.090
H 0.438 0.246 5.846
H -0.218 -1.360 6.219
H 1.300 -0.786 7.003
H 2.231 -5.009 4.145
H 3.749 -4.436 4.929
H 3.609 -4.479 3.161
*
```



3.
Formula: C16H27BO10
Source: OMol25
Level of theory: ωB97M-V with the def2-TZVPD basis set

Properties
- Kohn-Sham gap (eV) = 10.13
- SMILES = C[C@@H]1COC(=O)O1.C[C@@H]1COC(=O)O1.C[C@@H]1COC(=O)O1.CBC[C@H]1CO1

The geometry in ORCA input format:
```
! RIJCOSX wB97M-V def2-TZVPD def2/J DEFGRID3
* xyz 0 1
C 8.550 1.886 -1.533
B 7.080 2.230 -2.244
C 6.156 3.546 -1.953
C 4.687 3.022 -1.088
C 3.870 1.681 -1.826
O 4.753 1.600 -0.441
H 9.360 1.522 -2.331
H 8.924 2.851 -0.939
H 8.424 0.953 -0.799
H 6.728 1.432 -3.066
H 5.759 4.118 -2.891
H 6.670 4.210 -1.141
H 3.980 3.914 -0.559
H 4.334 1.126 -2.733
H 2.816 2.157 -1.703
C -2.193 1.002 -0.143
C -1.181 0.536 -1.169
C 0.130 1.259 -1.094
O 0.612 1.156 -2.423
C -0.490 1.052 -3.226
O -0.469 1.139 -4.441
O -1.619 0.841 -2.484
H -1.873 0.747 0.872
H -2.346 2.085 -0.201
H -3.168 0.539 -0.332
H -1.047 -0.551 -1.102
H 0.826 0.791 -0.393
H 0.030 2.321 -0.844
C 0.045 -1.304 4.529
C -1.215 -0.467 4.625
C -2.281 -1.080 5.481
O -3.466 -0.532 4.932
C -3.194 -0.262 3.618
O -4.033 0.039 2.788
O -1.856 -0.376 3.362
H 0.558 -1.358 5.494
H -0.181 -2.323 4.195
H 0.730 -0.878 3.788
H -0.968 0.550 4.952
H -2.181 -0.806 6.535
H -2.336 -2.172 5.399
C -5.925 -2.004 -1.281
C -4.532 -2.497 -1.614
C -4.461 -3.971 -1.876
O -3.124 -4.280 -1.525
C -2.747 -3.356 -0.589
O -1.731 -3.425 0.079
O -3.665 -2.347 -0.501
H -6.593 -2.095 -2.143
H -6.355 -2.566 -0.444
H -5.894 -0.955 -0.967
H -4.116 -1.918 -2.447
H -4.653 -4.220 -2.923
H -5.130 -4.562 -1.240
*
```



4.
Formula: C16H27Br8N3O2
Source: OMol25
Level of theory: ωB97M-V with the def2-TZVPD basis set

Properties
- Kohn-Sham gap (eV) = 10.25
- SMILES = N#CC[C@@](C#N)(CN)CCOC=O.BrCCBr.BrCCBr.BrCCBr.BrCCBr

The geometry in ORCA input format:
```
! RIJCOSX wB97M-V def2-TZVPD def2/J DEFGRID3
* xyz 0 1
N 0.062 -1.416 4.129
C -0.680 -1.115 3.343
C -1.270 -0.707 2.011
C -0.485 0.491 1.365
C -0.830 0.553 -0.116
N -1.246 0.482 -1.157
C -0.956 1.823 2.038
N -2.350 2.163 1.665
C 1.043 0.313 1.580
C 1.911 1.363 0.826
O 3.282 1.263 1.330
C 3.604 2.354 2.092
O 4.383 3.145 1.715
H -2.330 -0.444 2.143
H -1.186 -1.556 1.305
H -0.829 1.760 3.144
H -0.329 2.671 1.707
H -2.410 3.179 1.658
H -2.994 1.838 2.385
H 1.332 0.401 2.647
H 1.331 -0.690 1.193
H 1.595 2.406 1.016
H 1.963 1.175 -0.259
H 3.131 2.549 3.086
Br 1.832 0.985 -3.723
C 0.800 2.602 -3.384
C 1.694 3.809 -3.256
Br 2.584 3.837 -1.526
H 0.203 2.413 -2.495
H 0.140 2.704 -4.244
H 1.105 4.724 -3.292
H 2.471 3.852 -4.014
Br -0.338 -0.905 -7.974
C -0.914 -0.722 -6.122
C -2.414 -0.666 -6.014
Br -3.099 1.079 -6.544
H -0.423 0.161 -5.723
H -0.526 -1.606 -5.616
H -2.727 -0.792 -4.979
H -2.915 -1.404 -6.635
Br 5.646 -4.397 2.166
C 5.159 -2.513 2.075
C 3.741 -2.288 2.528
Br 2.465 -2.826 1.160
H 5.338 -2.189 1.053
H 5.857 -2.007 2.741
H 3.556 -1.226 2.688
H 3.487 -2.837 3.431
Br -4.590 -1.457 0.468
C -4.838 -3.177 1.348
C -5.030 -3.014 2.834
Br -3.342 -2.644 3.737
H -3.978 -3.791 1.093
H -5.731 -3.603 0.893
H -5.390 -3.943 3.275
H -5.710 -2.207 3.090
*
```